# 1
Formula: C4H7NO2
Source: OMol25
Level of theory: wB97M-V/def2-TZVPD

Summary:
- ΔE to the lowest compared entry with this formula, charge and spin (kcal per mole) = 86.8
- spin multiplicity = 1
- structure (SMILES) = C/C(=N\O)[C@H]1CO1

Structure (XYZ):
```
14
Properties=species:S:1:pos:R:3:forces:R:3
H 1.2118 1.6342 -0.2468 -0.1 -0.1 0.0
H -0.8579 2.6241 -1.3021 0.0 0.2 0.3
C -0.9586 1.8239 -0.5743 -0.1 0.1 -0.3
H 0.2472 -1.8443 1.5757 0.1 0.1 -0.1
C 0.2343 1.2034 -0.0201 0.2 -0.1 -0.2
H -1.8473 1.2066 -0.6752 0.2 0.1 -0.1
H 1.2656 -0.4419 1.9857 -0.1 0.0 -0.2
N -0.4147 -0.7894 -0.8917 0.2 0.3 0.3
H -0.9212 -2.3186 -1.7392 0.2 -0.2 0.2
C 0.2059 -0.2885 0.1077 -0.2 -0.1 -0.3
C 0.9155 -1.0783 1.1688 0.0 0.0 0.0
H 1.7747 -1.6064 0.7384 -0.1 0.1 0.0
O -0.5760 2.0511 0.7822 0.0 0.0 0.2
O -0.3995 -2.1637 -0.9401 -0.1 -0.4 -0.1
```
Forces are in eV/Å.

---

# 2
Formula: F3HN2
Source: OMol25
Level of theory: wB97M-V/def2-TZVPD

Summary:
- ΔE to the lowest compared entry with this formula, charge and spin (kcal per mole) = 48.6
- spin multiplicity = 1
- structure (SMILES) = FNN(F)F

Structure (XYZ):
```
6
Properties=species:S:1:pos:R:3:forces:R:3
H 0.3863 -0.0259 -0.3312 -0.7 0.4 -0.6
N -1.5535 0.6893 0.2445 2.8 0.5 -0.8
F -1.7780 0.4473 -1.1212 -0.6 -0.4 0.2
F 0.4054 1.6363 0.6864 0.4 0.2 -0.4
N -0.1576 0.4081 0.4114 -0.9 0.3 1.8
F -2.1283 -0.3312 0.8982 -1.0 -1.0 -0.2
```
Forces are in eV/Å.

---

# 3
Formula: C6H10N2O2
Source: OMol25
Level of theory: wB97M-V/def2-TZVPD

Summary:
- ΔE to the lowest compared entry with this formula, charge and spin (kcal per mole) = 87.7
- spin multiplicity = 1
- structure (SMILES) = CC(C)(C)C#[N+][O-].N#CO

Structure (XYZ):
```
20
Properties=species:S:1:pos:R:3:forces:R:3
C -2.3176 -0.0629 0.3027 0.1 -0.1 0.0
H -1.0878 -0.1867 -2.1180 -0.1 0.1 -0.1
O 1.7014 -1.6634 2.2156 1.5 -0.8 0.8
H -2.8830 0.3827 -0.5131 0.0 0.0 0.0
N 0.8078 -1.1127 1.6288 -1.8 0.9 -0.9
H -0.6707 -1.6814 -1.2794 0.0 -0.1 0.0
O 2.8103 -0.9731 -0.2139 0.1 -1.3 -0.4
H -2.6067 -1.1093 0.3948 0.0 0.0 0.0
C 3.0165 0.2739 -0.1156 0.1 -0.1 0.2
C -0.4787 -0.6133 -1.3277 0.0 0.1 0.1
N 3.1754 1.4063 -0.1036 0.2 1.2 0.0
H 0.5655 -0.4564 -1.5844 0.1 0.0 0.0
H -0.9471 2.0431 -0.8502 -0.1 0.0 -0.1
H 2.7765 -1.4330 0.6531 -0.1 0.1 0.3
C -0.8198 0.0686 0.0070 -0.6 0.4 -0.6
C -0.4184 1.5500 -0.0388 0.1 -0.1 0.0
C -0.0291 -0.5947 1.0326 0.7 -0.4 0.7
H -0.6742 2.0452 0.8944 0.0 0.1 0.1
H -2.5705 0.4577 1.2226 -0.1 0.0 0.1
H 0.6503 1.6594 -0.2066 0.0 0.0 0.0
```
Forces are in eV/Å.

---

# 4
Formula: C3H11NO3
Source: OMol25
Level of theory: wB97M-V/def2-TZVPD

Summary:
- ΔE to the lowest compared entry with this formula, charge and spin (kcal per mole) = 224.4
- spin multiplicity = 1

Structure (XYZ):
```
18
Properties=species:S:1:pos:R:3:forces:R:3
C 2.0418 -0.2623 0.2521 -1.7 -0.2 -1.5
H -0.4235 1.6995 0.6131 0.5 0.7 -1.0
O -2.0746 -1.0394 -0.0134 1.2 3.9 -0.3
H -1.4454 0.4590 -1.3064 -0.4 0.1 0.3
H -2.4562 1.0222 0.0781 0.5 -0.5 0.1
H 2.0674 0.5057 0.9878 0.5 0.3 1.0
C -0.3537 0.6229 0.4112 4.2 -3.6 0.6
H 1.9106 -1.2561 0.6543 -0.2 -0.2 0.2
H -0.3103 0.0559 1.3566 0.2 0.3 -0.2
O -0.1515 -2.3729 0.6296 0.7 2.3 -0.5
H -0.3577 -3.2455 0.9105 -1.0 -0.8 0.2
H 1.3147 3.4702 -0.6667 0.7 0.2 -0.4
N 0.7258 0.1827 -0.4814 0.4 0.5 4.4
H 0.9655 1.0824 -0.8967 0.4 1.0 -2.1
H 2.9499 -0.1932 -0.3690 -0.9 0.0 -0.2
H -0.9613 -1.7180 0.2911 0.8 -2.4 0.5
O 1.1753 2.5245 -0.7227 -1.3 0.5 0.9
C -1.6761 0.2962 -0.2351 -4.5 -2.2 -2.2
```
Forces are in eV/Å.

---

no.,Kohn-Sham gap (eV),E_tot (Ha)
1,10.807,-361.74258
2,12.324,-409.47068
3,10.715,-494.50404
4,4.624,-401.05548